1.
{"formula": "Cl4OV", "method": "ωB97M-V/def2-TZVPD", "species": ["O", "V", "Cl", "Cl", "Cl", "Cl"], "coordinates": [[-0.91266, -0.83235, -0.60747], [-0.02963, 0.56688, -0.18820], [0.14150, 1.22820, -2.73476], [-1.19671, -3.42858, 0.78201], [0.42502, -0.22261, 2.34106], [1.57249, 2.68846, 0.40737]], "forces_ev_per_a": [[2.154, 4.352, 0.897], [-1.520, -3.953, -0.726], [0.018, 0.214, 0.320], [-0.283, -1.093, 0.250], [-0.063, 0.614, -0.570], [-0.305, -0.134, -0.172]], "charge": -3, "s2": 2.106, "relative_energy_ev": 0.000, "gap_ev": [5.909, 5.925], "multiplicity": 3}

=====

2.
{"formula": "Cl5N2P3", "method": "ωB97M-V/def2-TZVPD", "species": ["N", "N", "P", "P", "P", "Cl", "Cl", "Cl", "Cl", "Cl"], "coordinates": [[-1.43132, -0.45256, 0.78637], [0.54140, -0.59174, -1.06077], [-1.81566, 0.97129, 0.24519], [0.14492, -0.89672, 0.60731], [2.43521, 1.01162, -0.67448], [-0.61495, 0.11321, -2.01936], [-3.77083, 0.70351, 0.35720], [-0.36074, -2.82164, 0.47069], [3.45081, -0.15717, 0.60061], [1.42117, 2.12020, 0.68724]], "forces_ev_per_a": [[0.299, 1.854, -0.203], [2.673, 1.134, 0.890], [0.160, -0.440, 0.824], [0.635, -0.022, 0.470], [-2.034, -1.532, -0.102], [-0.287, 0.298, -1.120], [-1.892, 0.482, -0.148], [0.233, -2.041, -0.217], [0.139, -0.107, -0.255], [0.073, 0.374, -0.139]], "relative_energy_ev": 1.487, "gap_ev": [6.868, 6.873]}

=====

3.
{"formula": "Cl5NP2", "method": "ωB97M-V/def2-TZVPD", "species": ["N", "P", "P", "Cl", "Cl", "Cl", "Cl", "Cl"], "coordinates": [[1.02806, 1.55062, 0.41677], [1.65832, 0.20991, 0.12328], [-1.57903, -0.09438, 0.32858], [1.57381, -1.38457, 1.43874], [3.19168, -0.31154, -1.08344], [-2.14235, 1.79850, -0.06295], [-0.48975, -0.52986, -1.42288], [-3.24075, -1.23869, 0.26189]], "forces_ev_per_a": [[1.028, -1.561, -0.453], [-0.027, 1.398, 1.602], [1.244, 0.231, 1.071], [0.108, 0.522, -0.833], [-0.497, 0.009, 0.158], [-0.536, 0.000, -0.314], [-0.870, -0.584, -0.609], [-0.450, -0.014, -0.623]], "relative_energy_ev": 3.040, "gap_ev": 8.388}

=====

4.
{"formula": "Cl5NP2", "method": "ωB97M-V/def2-TZVPD", "species": ["N", "P", "P", "Cl", "Cl", "Cl", "Cl", "Cl"], "coordinates": [[-1.02428, 0.60094, -0.26151], [-1.01636, -0.41950, -1.49561], [0.58386, 0.66049, 0.84648], [0.40329, 0.01895, -2.82916], [-0.28210, -2.09542, -0.68769], [1.23526, 2.44674, 0.78145], [0.09741, 0.29446, 2.77546], [1.99310, -0.63127, 0.46450]], "forces_ev_per_a": [[4.071, 1.103, 3.560], [-2.712, 0.184, -0.225], [-5.580, -1.620, -2.126], [1.658, 0.443, -1.047], [0.136, -2.284, 0.148], [0.965, 1.743, 0.062], [0.124, 0.198, -0.523], [1.337, 0.234, 0.152]], "smiles": "ClP(Cl)N=P(Cl)(Cl)Cl", "relative_energy_ev": 2.046, "gap_ev": 7.897}